[1]
# C3H6O2S2

C3H6O2S2 in the gas phase (the ωB97M-V functional and the def2-TZVPD basis, the Open Molecules 2025 dataset).

Cartesian coordinates (Å):
C1 0.2287 -0.6734 -1.4482
C2 0.6085 0.2507 0.4415
C3 -0.3746 0.2319 1.4606
O1 1.3773 1.9656 -1.7169
O2 -1.0532 1.5736 -1.3294
S1 -0.7899 -1.4278 2.0593
S2 0.2852 1.1023 -1.1762
H1 1.1828 -1.2696 -1.3658
H2 -0.7298 -1.1528 -1.7896
H3 1.5902 -0.1837 0.5845
H4 -1.2851 0.6744 1.1185
H5 0.0485 0.6903 2.3848
H6 -1.0887 -1.7814 0.7768

Summary:
E	-28969.659	eV
LUMO level	-0.341	eV
ΔE to the lowest compared entry with this formula, charge and spin	447.1	kJ/mol
HOMO-LUMO gap	9.267	eV

[2]
# C3H6O2S2

C3H6O2S2 in the gas phase (the ωB97M-V functional and the def2-TZVPD basis, the Open Molecules 2025 dataset).

Cartesian coordinates (Å):
C1 -0.3528 -1.3170 -1.2059
C2 -0.9728 -0.1047 -0.5412
C3 0.1745 1.0441 0.1687
S1 -0.5261 1.7779 1.7366
S2 1.1407 0.6474 1.6054
O1 2.3294 1.3944 1.8901
O2 0.9744 -0.6837 2.0851
H1 -1.1199 -1.8883 -1.5678
H2 0.3164 -1.8105 -0.4804
H3 0.2996 -0.9024 -2.0458
H4 -1.5702 -0.5384 0.1126
H5 -1.3336 0.6681 -1.2686
H6 0.6402 1.7130 -0.4889

Summary:
E	-28970.732	eV
LUMO level	0.296	eV
ΔE to the lowest compared entry with this formula, charge and spin	343.6	kJ/mol
HOMO-LUMO gap	10.076	eV

[3]
# C3H6O3

A molecular structure, C3H6O3 (the ωB97M-V functional and the def2-TZVPD basis, the Open Molecules 2025 dataset).

Cartesian coordinates (Å):
C1 1.6702 -0.5074 0.1132
O1 0.8517 -0.1237 1.1894
C2 0.0319 0.6553 0.2328
O2 0.2490 1.7854 -0.0905
C3 -1.2261 -0.1622 0.0958
O3 -2.0336 0.1079 -1.0053
H1 1.0088 -0.2411 -0.7951
H2 2.5304 0.1581 0.0223
H3 1.8904 -1.5741 0.0406
H4 -0.9980 -1.2300 0.1059
H5 -1.6919 0.0928 1.0625
H6 -2.2829 1.0389 -0.9715

Summary:
E	-9348.780	eV
LUMO level	0.714	eV
ΔE to the lowest compared entry with this formula, charge and spin	244.8	kJ/mol
HOMO-LUMO gap	11.258	eV

[4]
# C3H6O3

2 unconnected molecules or ions with the total composition C3H6O3 (the ωB97M-V functional and the def2-TZVPD basis, the Open Molecules 2025 dataset).

Cartesian coordinates (Å):
O1 2.8939 -0.5170 0.0605
C1 2.4335 -1.1661 -0.7911
O2 2.0303 -1.8057 -1.6806
C2 -1.6024 0.8370 0.2696
C3 -0.1675 0.3990 0.5064
O3 0.0205 -0.9774 0.2092
H1 -1.7565 1.8746 0.5836
H2 -2.2900 0.1945 0.8283
H3 -1.8571 0.7700 -0.7957
H4 0.5267 1.0238 -0.0771
H5 0.1076 0.5120 1.5589
H6 -0.3390 -1.1449 -0.6720

Summary:
E	-9351.307	eV
LUMO level	0.670	eV
ΔE to the lowest compared entry with this formula, charge and spin	0.9	kJ/mol
HOMO-LUMO gap	11.319	eV

[5]
# C3H6O3

C3H6O3 in the gas phase (the ωB97M-V functional and the def2-TZVPD basis, the Open Molecules 2025 dataset).

Cartesian coordinates (Å):
O1 -2.1679 -1.0891 0.8590
C1 -1.3760 -0.2188 0.5075
O2 -1.7732 0.7337 -0.3325
C2 0.1135 -0.2853 0.7188
C3 0.8948 0.0363 -0.6074
O3 2.0681 0.7359 -0.3076
H1 -2.7033 0.7542 -0.5085
H2 0.3474 -1.3123 0.9534
H3 0.4431 0.4220 1.4117
H4 0.3966 0.8773 -1.1944
H5 1.0090 -0.7977 -1.3219
H6 2.7478 0.1438 -0.1780

Summary:
E	-9350.286	eV
LUMO level	0.697	eV
ΔE to the lowest compared entry with this formula, charge and spin	99.4	kJ/mol
HOMO-LUMO gap	10.951	eV

[6]
# C3H6O3

2 unconnected molecules or ions with the total composition C3H6O3 (the ωB97M-V functional and the def2-TZVPD basis, the Open Molecules 2025 dataset).

Cartesian coordinates (Å):
C1 -1.3295 0.4816 1.6763
O1 -0.0039 0.3668 1.1465
C2 0.0949 -0.3276 0.0082
O2 -0.8214 -0.7983 -0.6113
C3 1.5721 -0.4675 -0.3672
O3 1.9622 -1.3870 -1.0340
H1 -1.9504 1.0893 1.0130
H2 -1.7792 -0.5093 1.7809
H3 -1.2191 0.9634 2.6474
H4 2.2409 0.3192 0.0273
H5 0.5875 0.4979 -3.2174
H6 0.6459 -0.2286 -3.0697

Summary:
E	-9349.090	eV
LUMO level	-0.195	eV
ΔE to the lowest compared entry with this formula, charge and spin	214.8	kJ/mol
HOMO-LUMO gap	10.172	eV